(1)
Below is C5H8FNO as an isolated structure at a distorted geometry, with properties calculated with ωB97M-V with the def2-TZVPD basis set.

CARTESIAN COORDINATES (ANGSTROEM)
C: 0.20994 0.08249 -0.74211
C: 1.30649 -1.19192 -0.70194
C: 0.67743 -0.66389 0.50132
C: -0.92007 0.68445 1.23188
C: 0.07307 1.34016 0.14531
H: -0.73913 -1.39513 -2.23541
H: -1.92409 -0.51903 -0.41225
H: 2.38626 -1.06662 -0.63385
H: 0.97206 -2.07937 -1.23881
H: 1.46159 -0.06298 0.92996
H: -0.88214 1.08903 2.33997
H: -1.93599 0.84587 0.64685
H: -0.27794 2.30264 -0.21946
N: -1.11859 -0.32224 -1.39102
O: -0.57872 -0.78682 1.21388
F: 1.28984 1.74336 0.56571

Atomic forces in eV per Å
0.4 -1.2 -0.9
-0.9 0.5 -0.2
-2.0 -1.3 -0.2
-0.5 0.4 -0.1
-1.4 0.3 -0.8
-2.1 3.9 3.8
3.2 -0.6 -4.2
-0.2 0.1 -0.5
0.0 0.5 -0.1
-0.4 -0.3 1.2
-0.2 -0.7 -2.5
1.6 -0.2 2.0
-1.1 -0.4 -0.6
0.8 -2.8 1.0
1.2 1.3 0.8
1.7 0.6 1.2

Values from the calculation:
energy relative to the best compared isomer or geometry (same formula, charge and spin)	210.1	kcal per mole
gap between HOMO and LUMO	9.09	eV
total energy	-424.87028	hartree
highest occupied orbital energy	-0.31075	Eh

In elementary charge units, the Löwdin charges are: -0.331, 0.049, -0.328, -0.079, -0.293, 0.226, 0.167, 0.102, 0.084, 0.131, 0.160, 0.127, 0.143, -0.027, -0.125, -0.007

(2)
Below is C5H8FO4Sr as an isolated structure at a distorted geometry, with properties calculated with ωB97M-V with the def2-TZVPD basis set.

CARTESIAN COORDINATES (ANGSTROEM)
C: 1.55762 0.94819 0.76437
O: 0.62604 0.18999 1.46488
Sr: 0.29424 -0.99699 3.50804
C: 1.11821 2.38933 0.54598
H: 2.54319 0.95188 1.27161
H: 1.74790 0.47518 -0.22211
H: 1.86839 2.94049 -0.04071
H: 0.16238 2.43093 0.00263
H: 0.99022 2.90364 1.51037
C: -1.01005 -1.47199 0.59142
O: -0.25009 -2.07609 -0.34844
C: -0.61091 -1.62315 -1.62272
C: -1.53295 -0.44480 -1.33371
O: -1.89730 -0.65739 0.03039
O: -1.19114 -1.98648 1.69517
F: -1.28146 -2.63613 -2.25933
H: 0.29366 -1.39372 -2.19474
H: -0.99734 0.50959 -1.40494
H: -2.43062 -0.45248 -1.95818

Atomic forces in eV per Å
0.0 -0.4 -0.1
-0.2 -0.5 0.7
0.0 0.4 -1.0
0.0 0.2 0.0
-0.1 0.1 -0.1
0.0 0.2 0.0
-0.2 -0.1 0.1
0.2 0.0 0.2
0.0 -0.1 -0.3
-1.8 -2.2 0.6
0.6 0.4 0.3
0.2 0.2 -0.1
0.2 0.3 -0.1
0.3 0.5 0.2
0.9 1.3 -0.7
0.0 0.1 0.0
-0.3 -0.1 0.1
-0.1 -0.2 -0.1
0.2 0.0 0.2

Values from the calculation:
energy relative to the best compared isomer or geometry (same formula, charge and spin)	10.7	kcal per mole
gap between HOMO and LUMO (alpha / beta)	5.02 / 9.03	eV
total energy	-626.83619	hartree
2S+1	2
highest occupied orbital energy (alpha / beta)	-0.17098 / -0.31977	Eh

In elementary charge units, the Löwdin charges are: -0.464, -0.571, 1.023, -0.111, 0.094, 0.094, 0.069, 0.060, 0.070, -0.581, 0.133, -0.290, -0.030, 0.087, -0.096, 0.060, 0.171, 0.137, 0.147

(3)
Below is C5H8FeNaO5 as an isolated structure at a distorted geometry, with properties calculated with ωB97M-V with the def2-TZVPD basis set.

CARTESIAN COORDINATES (ANGSTROEM)
C: 2.38248 -0.60291 -1.86405
O: 3.57273 -0.37302 -2.11999
O: 1.41964 0.15572 -2.18052
Na: 5.51052 -1.28644 -2.24547
O: 1.39216 0.86885 0.65222
C: 0.95141 0.41490 1.84923
C: -0.29759 -0.37041 1.75522
O: -0.92126 -0.19779 0.67641
C: -2.31230 -0.40944 0.28923
C: -2.58240 0.79099 -0.62626
O: -1.54035 1.00358 -1.50378
Fe: 0.26631 0.96307 -0.92664
H: 0.69953 1.19290 2.61479
H: 1.67387 -0.23846 2.39423
H: -0.81316 -0.80642 2.62197
H: 2.13835 -1.52654 -1.20786
H: -2.92657 -0.46163 1.19563
H: -2.30148 -1.35479 -0.26429
H: -2.77290 1.66609 0.02897
H: -3.53897 0.57175 -1.13903

Atomic forces in eV per Å
2.6 -1.4 1.4
-1.5 -0.5 0.0
-1.6 0.9 0.1
0.2 0.0 -0.1
-1.1 0.4 -1.2
0.4 -1.4 0.5
-0.9 1.6 0.8
1.3 -0.2 0.1
-0.7 -0.6 -0.4
-1.4 0.1 1.0
2.3 0.0 0.6
-0.5 -0.2 -0.5
-0.1 -0.1 -0.2
0.0 0.4 -0.2
0.2 -0.3 -0.3
0.1 1.1 -1.1
0.1 0.0 -0.3
-0.1 0.2 0.2
0.2 -0.2 -0.4
0.5 0.1 0.0

Values from the calculation:
gap between HOMO and LUMO (alpha / beta)	8.89 / 8.18	eV
total energy	-1996.90147	hartree
2S+1	6
highest occupied orbital energy (alpha / beta)	-0.64643 / -0.63987	Eh
net charge	+2

In elementary charge units, the Löwdin charges are: -0.440, -0.048, -0.096, 0.875, -0.217, -0.253, 0.086, -0.049, -0.023, -0.253, -0.213, 1.281, 0.191, 0.175, 0.195, 0.169, 0.160, 0.160, 0.146, 0.157